1.
{
  "formula": "C52H49BrCsF5N8O2",
  "method": "ωB97M-V with the def2-TZVPD basis set",
  "symbols": ["Cs", "C", "C", "N", "C", "C", "N", "C", "C", "C", "C", "C", "N", "C", "C", "N", "C", "C", "N", "C", "C", "C", "N", "C", "C", "H", "H", "H", "H", "H", "H", "H", "H", "H", "H", "H", "H", "Br", "C", "C", "C", "C", "C", "C", "C", "C", "C", "C", "H", "H", "H", "H", "H", "H", "C", "C", "C", "C", "C", "C", "C", "C", "C", "C", "C", "C", "O", "H", "H", "H", "H", "H", "H", "H", "H", "H", "H", "H", "H", "H", "H", "H", "H", "H", "C", "C", "N", "C", "C", "C", "O", "C", "C", "C", "C", "N", "C", "H", "H", "H", "H", "H", "H", "H", "H", "H", "H", "H", "H", "H", "H", "F", "C", "F", "C", "F", "F", "F"],
  "coordinates": [[-0.09, 0.17, -0.63], [2.07, -2.93, 2.96], [1.61, -1.93, 2.01], [0.32, -1.51, 1.99], [-0.46, -2.16, 2.80], [-0.06, -3.14, 3.70], [1.20, -3.57, 3.79], [-1.86, -1.70, 2.79], [-2.66, -1.89, 3.93], [-3.94, -1.32, 3.96], [-4.36, -0.65, 2.84], [-3.54, -0.46, 1.73], [-2.33, -1.01, 1.72], [-3.94, 0.37, 0.62], [-5.26, 0.57, 0.36], [-5.71, 1.53, -0.45], [-4.83, 2.31, -1.05], [-3.49, 2.01, -0.92], [-3.06, 1.08, -0.08], [-4.73, -1.45, 5.18], [-5.45, -0.49, 5.82], [-5.95, -0.68, 7.12], [-5.84, -1.76, 7.82], [-5.22, -2.81, 7.19], [-4.66, -2.63, 5.91], [3.13, -3.25, 3.03], [2.38, -1.47, 1.42], [-0.81, -3.56, 4.35], [-2.18, -2.20, 4.83], [-5.30, -0.08, 2.93], [-6.13, 0.07, 0.81], [-5.14, 3.23, -1.47], [-2.75, 2.58, -1.49], [-5.51, 0.51, 5.30], [-6.44, 0.18, 7.58], [-5.08, -3.75, 7.74], [-3.96, -3.45, 5.56], [6.00, -2.18, 1.12], [6.11, -0.90, -0.28], [7.31, -0.98, -1.00], [7.64, 0.13, -1.86], [6.79, 1.23, -1.94], [5.52, 1.26, -1.19], [4.68, 2.39, -1.21], [3.62, 2.45, -0.40], [3.25, 1.32, 0.38], [3.98, 0.11, 0.48], [5.19, 0.16, -0.27], [8.06, -1.71, -0.80], [8.60, 0.22, -2.31], [7.03, 1.98, -2.57], [4.90, 3.30, -1.85], [2.94, 3.36, -0.36], [2.30, 1.35, 0.95], [1.07, 3.96, -2.68], [-0.42, 4.18, -3.04], [-0.95, 2.99, -3.90], [-1.28, 4.50, -1.88], [-2.36, 5.34, -2.09], [-3.20, 5.81, -1.09], [-2.91, 5.45, 0.22], [-1.85, 4.57, 0.50], [-1.60, 4.34, 2.00], [-0.15, 4.65, 2.51], [-1.92, 2.90, 2.51], [-1.03, 4.02, -0.57], [-0.25, 3.06, -0.33], [1.76, 4.44, -3.48], [1.35, 2.94, -2.58], [1.35, 4.32, -1.66], [-0.54, 4.99, -3.73], [-0.95, 2.03, -3.37], [-0.43, 2.80, -4.87], [-2.02, 3.08, -4.25], [-2.43, 5.69, -3.21], [-4.04, 6.41, -1.37], [-3.48, 5.96, 0.97], [-2.32, 5.07, 2.39], [0.55, 3.86, 2.18], [-0.19, 4.63, 3.63], [0.17, 5.61, 2.17], [-0.99, 2.34, 2.57], [-2.52, 2.33, 1.82], [-2.39, 2.69, 3.51], [2.29, -1.44, -3.08], [3.17, -2.28, -2.14], [3.34, -3.64, -2.54], [4.49, -3.85, -3.45], [5.75, -4.22, -2.71], [2.64, -4.73, -2.13], [2.85, -5.86, -2.50], [1.45, -4.44, -1.22], [0.30, -3.86, -1.73], [-0.80, -3.66, -0.92], [-0.82, -4.08, 0.35], [0.27, -4.68, 0.83], [1.36, -4.82, 0.12], [2.31, -0.45, -2.61], [1.28, -1.85, -2.95], [2.50, -1.30, -4.16], [2.72, -2.34, -1.10], [4.11, -1.67, -1.94], [4.51, -2.85, -3.97], [4.27, -4.61, -4.12], [6.05, -3.59, -1.92], [6.58, -4.39, -3.38], [5.54, -5.14, -2.11], [0.31, -3.43, -2.72], [-1.56, -3.02, -1.33], [-1.54, -3.78, 1.06], [2.16, -5.42, 0.60], [-0.72, -1.56, -3.26], [-2.13, -1.11, -3.14], [-2.83, -2.32, -3.09], [-2.39, -0.84, -4.68], [-3.59, -0.23, -4.86], [-2.26, -1.89, -5.48], [-1.55, 0.12, -5.16]],
  "multiplicity": 1,
  "de_lowest_ev": 3.109,
  "gap_ev": 5.170,
  "homo_energy_ev": -2.235,
  "largest_force_ev_per_a": 5.1,
  "total_charge": -2
}

=====

2.
{
  "formula": "C52H49CaIN5P",
  "method": "ωB97M-V with the def2-TZVPD basis set",
  "symbols": ["Ca", "C", "C", "C", "C", "C", "C", "C", "C", "C", "C", "H", "H", "H", "H", "H", "H", "H", "H", "H", "H", "H", "H", "H", "H", "H", "C", "C", "C", "C", "C", "N", "C", "C", "C", "C", "C", "C", "C", "N", "C", "C", "C", "N", "C", "C", "N", "C", "C", "C", "N", "H", "H", "H", "H", "H", "H", "H", "H", "H", "H", "H", "H", "H", "H", "H", "H", "H", "H", "I", "C", "C", "C", "C", "C", "C", "C", "C", "C", "P", "C", "C", "C", "C", "C", "C", "C", "C", "C", "C", "C", "C", "C", "H", "H", "H", "H", "H", "H", "H", "H", "H", "H", "H", "H", "H", "H", "H", "H"],
  "coordinates": [[-0.01, 0.70, 1.35], [0.78, 1.41, 3.69], [0.42, 2.57, 2.95], [1.56, 2.98, 2.21], [2.62, 2.09, 2.50], [2.14, 1.13, 3.42], [2.99, 0.12, 4.14], [4.04, 2.18, 2.03], [1.62, 4.19, 1.33], [-0.73, 3.47, 3.29], [-0.06, 0.79, 4.78], [3.52, 0.58, 4.98], [3.75, -0.33, 3.49], [2.39, -0.69, 4.56], [4.70, 2.55, 2.83], [4.14, 2.87, 1.19], [4.44, 1.21, 1.72], [1.71, 5.11, 1.92], [0.71, 4.29, 0.73], [2.46, 4.16, 0.64], [-0.49, 4.09, 4.15], [-1.65, 2.92, 3.53], [-0.98, 4.15, 2.46], [0.16, 1.22, 5.76], [0.10, -0.29, 4.86], [-1.12, 0.94, 4.60], [-1.71, 2.81, -5.51], [-1.68, 2.55, -4.03], [-2.85, 2.50, -3.27], [-2.82, 2.20, -1.93], [-1.63, 1.96, -1.21], [-1.63, 1.59, 0.11], [-2.66, 1.99, 0.95], [-3.16, 3.31, 0.94], [-4.10, 3.75, 1.85], [-4.58, 2.91, 2.86], [-5.53, 3.42, 3.92], [-4.12, 1.61, 2.88], [-3.21, 1.14, 1.93], [-2.95, -0.27, 1.95], [-3.88, -1.23, 2.05], [-3.25, -2.45, 2.01], [-1.89, -2.13, 1.86], [-1.72, -0.81, 1.83], [-0.45, 2.03, -2.00], [-0.50, 2.29, -3.37], [0.87, 1.82, -1.47], [2.01, 2.42, -1.89], [3.07, 1.83, -1.25], [2.48, 0.86, -0.43], [1.16, 0.85, -0.58], [-2.44, 3.59, -5.76], [-2.00, 1.92, -6.07], [-0.74, 3.13, -5.88], [-3.81, 2.67, -3.75], [-3.75, 2.14, -1.38], [-2.78, 3.99, 0.20], [-4.44, 4.77, 1.81], [-6.17, 4.21, 3.52], [-4.98, 3.83, 4.76], [-6.17, 2.62, 4.29], [-4.47, 0.92, 3.64], [-4.93, -0.98, 2.13], [-3.69, -3.43, 2.06], [-1.05, -2.79, 1.77], [0.42, 2.27, -3.93], [1.97, 3.24, -2.59], [4.11, 2.07, -1.35], [2.95, 0.17, 0.25], [1.98, -2.59, 2.05], [2.90, -4.12, 0.93], [3.82, -4.80, 1.68], [4.53, -5.90, 1.17], [4.28, -6.30, -0.11], [3.35, -5.61, -0.92], [3.15, -6.09, -2.24], [2.30, -5.46, -3.09], [1.63, -4.31, -2.65], [1.77, -3.80, -1.38], [0.92, -2.17, -1.08], [1.35, -1.28, -2.63], [0.43, -0.85, -3.59], [0.86, -0.10, -4.68], [2.20, 0.22, -4.83], [3.12, -0.20, -3.88], [2.69, -0.94, -2.78], [-0.84, -2.58, -1.32], [-1.36, -3.87, -1.40], [-2.73, -4.07, -1.52], [-3.60, -3.00, -1.57], [-3.10, -1.70, -1.46], [-1.73, -1.50, -1.32], [2.64, -4.47, -0.44], [3.99, -4.49, 2.70], [5.25, -6.41, 1.79], [4.80, -7.15, -0.53], [3.71, -6.96, -2.56], [2.14, -5.83, -4.10], [0.98, -3.79, -3.35], [-0.61, -1.10, -3.49], [0.13, 0.22, -5.41], [2.52, 0.80, -5.68], [4.16, 0.05, -3.98], [3.41, -1.25, -2.04], [-0.69, -4.72, -1.37], [-3.11, -5.08, -1.59], [-4.66, -3.16, -1.67], [-3.76, -0.85, -1.48], [-1.36, -0.49, -1.22]],
  "multiplicity": 1,
  "de_lowest_ev": 0.562,
  "gap_ev": 6.403,
  "homo_energy_ev": -6.398,
  "largest_force_ev_per_a": 1.5
}

=====

3.
{
  "formula": "C52H50As2ClNO3PRuS",
  "method": "ωB97M-V with the def2-TZVPD basis set",
  "symbols": ["Ru", "C", "C", "C", "C", "C", "O", "C", "N", "C", "C", "C", "C", "C", "C", "P", "C", "C", "C", "C", "C", "C", "C", "C", "C", "C", "C", "C", "H", "H", "H", "H", "H", "H", "H", "H", "H", "H", "H", "H", "H", "H", "H", "H", "H", "H", "H", "H", "H", "H", "H", "H", "C", "C", "As", "C", "C", "C", "C", "C", "C", "C", "C", "C", "C", "C", "C", "As", "C", "C", "C", "C", "C", "C", "C", "C", "C", "C", "C", "C", "H", "H", "H", "H", "H", "H", "H", "H", "H", "H", "H", "H", "H", "H", "H", "H", "H", "H", "H", "H", "H", "H", "H", "H", "Cl", "C", "C", "O", "O", "H", "H", "S"],
  "coordinates": [[0.11, -0.20, -0.20], [2.79, 3.32, 0.79], [2.45, 2.92, -0.65], [3.14, 1.61, -1.02], [0.94, 2.89, -0.90], [0.32, 4.27, -0.72], [-0.46, 4.16, 0.48], [-0.48, 2.85, 0.81], [0.18, 2.05, 0.09], [-1.27, 2.60, 2.03], [-1.68, 3.72, 2.76], [-2.48, 3.60, 3.88], [-2.90, 2.34, 4.28], [-2.50, 1.23, 3.56], [-1.65, 1.33, 2.46], [-1.23, -0.27, 1.64], [-1.05, -1.49, 2.98], [-1.23, -2.82, 2.66], [-1.10, -3.83, 3.62], [-0.77, -3.48, 4.92], [-0.55, -2.15, 5.25], [-0.68, -1.16, 4.29], [-2.99, -0.54, 1.07], [-3.90, -1.41, 1.64], [-5.21, -1.49, 1.16], [-5.62, -0.69, 0.11], [-4.72, 0.20, -0.46], [-3.42, 0.27, 0.01], [3.86, 3.46, 0.91], [2.47, 2.53, 1.48], [2.30, 4.26, 1.09], [2.82, 3.70, -1.33], [2.69, 0.78, -0.48], [4.20, 1.64, -0.73], [3.08, 1.41, -2.09], [0.75, 2.52, -1.89], [-0.34, 4.55, -1.54], [1.06, 5.05, -0.57], [-1.38, 4.70, 2.42], [-2.77, 4.48, 4.43], [-3.55, 2.22, 5.13], [-2.86, 0.25, 3.86], [-1.45, -3.09, 1.65], [-1.24, -4.86, 3.35], [-0.66, -4.25, 5.68], [-0.26, -1.87, 6.26], [-0.48, -0.13, 4.54], [-3.61, -2.04, 2.47], [-5.91, -2.19, 1.61], [-6.64, -0.76, -0.26], [-5.04, 0.85, -1.27], [-2.72, 0.97, -0.45], [1.08, -3.23, -1.93], [-0.38, -3.58, -1.71], [-1.54, -2.01, -1.60], [-1.85, -1.59, -3.47], [-1.20, -2.26, -4.50], [-1.45, -1.92, -5.83], [-2.36, -0.92, -6.13], [-3.01, -0.24, -5.10], [-2.74, -0.57, -3.78], [-3.15, -3.12, -1.32], [-4.25, -3.04, -2.16], [-5.35, -3.87, -1.97], [-5.36, -4.80, -0.94], [-4.27, -4.88, -0.09], [-3.18, -4.05, -0.27], [1.73, -2.10, -0.47], [3.50, -1.68, -1.12], [3.69, -1.28, -2.44], [4.98, -0.98, -2.89], [6.06, -1.07, -2.02], [5.85, -1.44, -0.69], [4.57, -1.74, -0.24], [2.17, -3.48, 0.82], [2.80, -4.65, 0.37], [3.16, -5.64, 1.27], [2.91, -5.48, 2.63], [2.30, -4.32, 3.08], [1.92, -3.32, 2.18], [1.23, -2.67, -2.84], [1.69, -4.13, -1.99], [-0.50, -4.08, -0.75], [-0.76, -4.26, -2.47], [-0.49, -3.05, -4.28], [-0.94, -2.45, -6.62], [-2.55, -0.65, -7.16], [-3.71, 0.55, -5.33], [-3.23, -0.02, -2.98], [-4.26, -2.34, -2.98], [-6.19, -3.80, -2.65], [-6.22, -5.45, -0.80], [-4.26, -5.60, 0.73], [-2.34, -4.14, 0.40], [2.85, -1.17, -3.11], [5.13, -0.68, -3.91], [7.06, -0.85, -2.37], [6.69, -1.50, -0.01], [4.42, -2.02, 0.79], [3.05, -4.77, -0.67], [3.65, -6.54, 0.91], [3.19, -6.25, 3.33], [2.11, -4.17, 4.13], [1.47, -2.40, 2.53], [1.83, 0.59, -5.12], [0.28, 1.03, -4.34], [0.10, 0.56, -2.92], [0.86, -0.34, -2.44], [-0.83, 1.07, -2.28], [-0.52, 0.59, -4.94], [0.19, 2.11, -4.37], [1.20, 0.07, 1.88]],
  "multiplicity": 2,
  "de_lowest_ev": 0.000,
  "gap_ev": [6.840, 6.702],
  "homo_energy_ev": [-6.663, -6.631],
  "s_squared": 0.763,
  "largest_force_ev_per_a": 1.2
}

=====

4.
{
  "formula": "C52H50Cl2NO2SbSiSn",
  "method": "ωB97M-V with the def2-TZVPD basis set",
  "symbols": ["Sn", "C", "C", "C", "C", "C", "C", "H", "H", "H", "H", "H", "H", "Cl", "C", "C", "C", "Cl", "C", "C", "C", "C", "N", "C", "C", "O", "H", "H", "H", "H", "C", "C", "C", "C", "C", "C", "C", "Sb", "C", "C", "C", "C", "C", "C", "C", "C", "C", "C", "C", "C", "C", "C", "H", "H", "H", "H", "H", "H", "H", "H", "H", "H", "H", "H", "H", "H", "H", "H", "H", "H", "H", "H", "H", "C", "C", "C", "C", "Si", "O", "C", "C", "C", "C", "C", "C", "C", "C", "C", "C", "C", "C", "H", "H", "H", "H", "H", "H", "H", "H", "H", "H", "H", "H", "H", "H", "H", "H", "H", "H", "H"],
  "coordinates": [[0.85, 1.50, -0.06], [-6.75, 2.74, 0.33], [-6.01, 3.04, -0.82], [-5.56, 2.02, -1.57], [-5.82, 0.66, -1.23], [-6.63, 0.38, -0.12], [-7.13, 1.41, 0.68], [-7.10, 3.59, 1.01], [-5.94, 4.10, -1.11], [-5.08, 2.21, -2.52], [-5.52, -0.22, -1.86], [-6.90, -0.68, 0.09], [-7.80, 1.24, 1.53], [5.21, -0.45, -1.65], [4.38, 0.69, -2.57], [4.66, 1.01, -3.85], [3.79, 1.83, -4.61], [4.17, 2.23, -6.25], [2.61, 2.39, -4.09], [1.65, 3.18, -4.78], [0.39, 3.45, -4.24], [0.14, 2.95, -2.98], [1.04, 2.25, -2.22], [2.28, 1.99, -2.72], [3.14, 1.16, -1.96], [2.87, 0.82, -0.75], [5.57, 0.65, -4.24], [1.95, 3.68, -5.71], [-0.36, 4.00, -4.74], [-0.85, 2.95, -2.59], [-0.05, -6.14, -3.17], [0.09, -4.74, -3.79], [0.89, -4.57, -4.94], [1.03, -3.40, -5.65], [0.30, -2.30, -5.26], [-0.31, -2.38, -4.02], [-0.45, -3.54, -3.23], [-1.51, -3.56, -1.31], [-2.94, -5.24, -1.65], [-3.51, -5.23, -2.95], [-4.44, -6.10, -3.42], [-4.92, -7.02, -2.39], [-4.38, -7.05, -1.14], [-3.34, -6.20, -0.72], [-2.74, -6.23, 0.70], [0.16, -3.65, 0.21], [1.50, -3.88, -0.13], [2.54, -3.90, 0.83], [2.27, -3.69, 2.16], [0.93, -3.40, 2.50], [-0.10, -3.30, 1.57], [-1.40, -2.66, 1.88], [0.60, -6.96, -3.59], [-1.05, -6.51, -3.27], [0.21, -6.14, -2.11], [1.30, -5.47, -5.41], [1.64, -3.42, -6.59], [0.20, -1.38, -5.87], [-0.78, -1.44, -3.71], [-3.09, -4.56, -3.73], [-4.92, -5.98, -4.36], [-5.80, -7.74, -2.63], [-4.83, -7.69, -0.42], [-3.04, -7.14, 1.26], [-3.21, -5.39, 1.21], [-1.62, -6.14, 0.68], [1.77, -4.21, -1.16], [3.51, -4.17, 0.43], [3.05, -3.59, 2.89], [0.69, -3.51, 3.57], [-1.41, -2.45, 2.95], [-2.29, -3.33, 1.94], [-1.59, -1.79, 1.31], [0.73, 6.19, 1.96], [2.10, 5.55, 2.39], [3.26, 6.08, 1.44], [2.50, 6.01, 3.77], [1.87, 3.60, 2.54], [1.54, 3.05, 1.04], [0.41, 3.21, 3.73], [0.57, 2.96, 5.15], [-0.50, 2.74, 5.94], [-1.79, 2.93, 5.45], [-1.98, 3.04, 4.04], [-0.89, 3.10, 3.20], [3.31, 2.65, 3.13], [4.60, 2.99, 2.59], [5.77, 2.32, 2.98], [5.69, 1.35, 4.04], [4.44, 0.96, 4.48], [3.29, 1.58, 4.00], [0.89, 7.21, 1.55], [0.06, 6.40, 2.79], [0.16, 5.71, 1.16], [3.36, 7.16, 1.62], [3.04, 5.90, 0.36], [4.26, 5.68, 1.65], [2.97, 5.30, 4.41], [1.60, 6.44, 4.21], [3.26, 6.84, 3.72], [1.57, 2.94, 5.57], [-0.36, 2.56, 7.05], [-2.64, 3.16, 6.14], [-2.99, 2.95, 3.66], [-1.08, 3.26, 2.14], [4.77, 3.74, 1.83], [6.68, 2.56, 2.39], [6.60, 0.87, 4.46], [4.37, 0.18, 5.22], [2.33, 1.22, 4.32]],
  "multiplicity": 1,
  "de_lowest_ev": 3.913,
  "gap_ev": [3.811, 3.869],
  "homo_energy_ev": [-12.057, -12.058],
  "largest_force_ev_per_a": 3.6,
  "total_charge": 2
}

=====

These records have electronic energy values of -5692.865654; -3601.445615; -8058.204982; -3880.540219 hartree, in the order they appear.